A cluster of 2 separate species, C2H3INO3 in total at a distorted geometry, computed with the ωB97M-V functional and the def2-TZVPD basis.

```
10
Properties=species:S:1:pos:R:3:mulliken_charge:R:1
C -1.3496 -1.8925 -0.1780 0.599
C -1.5907 -0.5396 -0.7595 -0.076
N 1.8223 -0.1136 0.9629 -0.002
O -1.4904 -3.0079 -0.0528 -0.051
O -2.9515 -0.6005 -0.9118 -0.575
O 1.0938 -0.6990 0.1621 -0.276
I -4.5367 0.2124 0.1501 0.455
H -1.1945 -0.6020 -1.8280 0.295
H -1.1612 0.2918 -0.2656 0.357
H 2.9156 -0.0387 0.6873 0.275
```

Properties
LUMO: -6.09 eV
DFT total energy: -17842.338 eV
energy above the lowest of the compared OMol25 structures with the same formula, charge and spin: 107.9 kJ/mol
orbital gap: 7.67 eV
charge: +1


The ion CH6N3O4 with charge +1 at a distorted geometry, computed with the ωB97M-V functional and the def2-TZVPD basis.

```
14
Properties=species:S:1:pos:R:3:mulliken_charge:R:1
N -0.0219 -1.7698 0.1883 -0.336
C 0.1640 -0.4765 0.0670 0.392
N 1.3069 0.1270 -0.1182 0.358
O 1.2932 1.4915 -0.3218 -0.418
O 2.4889 -0.4813 0.2931 -0.421
N -1.0804 0.5352 -0.2298 0.075
O -1.1929 1.3622 0.8641 -0.263
O -2.2817 -0.2913 -0.3632 -0.444
H 0.7683 -2.4183 0.4590 0.284
H -0.9882 -2.1688 0.0688 0.275
H 1.0945 1.8496 -1.2677 0.395
H 2.9616 0.0454 0.9372 0.386
H -1.7398 1.9845 0.5075 0.332
H -2.7727 0.2108 -1.0845 0.387
```

Properties
LUMO: -3.89 eV
DFT total energy: -13780.450 eV
energy above the lowest of the compared OMol25 structures with the same formula, charge and spin: 78.2 kJ/mol
orbital gap: 10.72 eV
charge: +1


An isolated molecule of C26H27F3N2O at a distorted geometry, computed with the ωB97M-V functional and the def2-TZVPD basis.

```
59
Properties=species:S:1:pos:R:3:mulliken_charge:R:1
C -6.9751 -1.9727 1.3458 -1.001
N -6.4407 -1.4386 2.5816 0.285
C -7.1118 -1.9548 3.7638 -0.979
C -5.2306 -0.7352 2.6430 -0.237
C -5.2362 0.6735 2.8104 -0.288
C -4.0568 1.3472 3.0362 -0.856
C -2.8178 0.6751 3.0243 0.584
C -1.6270 1.4622 3.2258 -0.082
C -0.3706 1.0286 3.0447 0.061
C 0.8740 1.8484 3.2357 0.863
O 0.7800 2.5879 4.4219 -0.222
C 0.0818 3.7680 4.5682 0.569
C 0.0990 4.7968 3.6259 -0.458
C -0.3661 6.0736 3.9741 -0.592
C -1.0066 6.3270 5.1831 -0.598
C -1.0842 5.2907 6.1156 -0.595
C -0.5205 4.0498 5.8256 -0.027
C -0.4360 2.9606 6.8575 0.993
F -0.7233 3.3906 8.1206 -0.299
F 0.8151 2.4129 6.9099 -0.246
F -1.3106 1.9432 6.5510 -0.252
C 2.1860 0.9860 3.2351 -0.008
C 3.4435 1.5582 3.4504 -0.530
C 4.6211 0.8303 3.2652 -0.441
C 4.6269 -0.5427 2.8879 0.011
N 5.8089 -1.2722 2.6729 0.199
C 6.6083 -1.7502 3.7897 -0.950
C 6.1210 -1.9644 1.4257 -1.011
C 3.3510 -1.1170 2.7030 -0.537
C 2.1974 -0.4105 3.0254 -0.552
C -2.8018 -0.7305 2.8473 -0.930
C -3.9865 -1.4145 2.6172 -0.190
H -6.5329 -1.4565 0.4846 0.290
H -6.7858 -3.0565 1.2577 0.310
H -8.0657 -1.8225 1.3376 0.318
H -6.7467 -1.4436 4.6637 0.293
H -8.1964 -1.7908 3.6638 0.317
H -6.9480 -3.0428 3.8725 0.311
H -6.1873 1.2020 2.7753 0.424
H -4.0567 2.4308 3.1683 0.353
H -1.7967 2.5003 3.5013 0.233
H -0.2009 -0.0352 3.0102 -0.396
H 0.9666 2.4673 2.3245 0.262
H 0.5487 4.6091 2.6516 0.363
H -0.2299 6.9054 3.2904 0.378
H -1.4062 7.3079 5.4557 0.383
H -1.5902 5.4216 7.0706 0.448
H 3.5114 2.6205 3.6998 0.370
H 5.5919 1.3053 3.4000 0.399
H 6.4162 -1.1375 4.6799 0.315
H 6.3658 -2.8081 4.0167 0.282
H 7.6714 -1.6902 3.5085 0.298
H 5.6935 -1.4326 0.5663 0.305
H 7.2173 -1.9949 1.3109 0.318
H 5.7615 -3.0086 1.4211 0.336
H 3.2719 -2.1592 2.3962 0.363
H 1.2864 -1.0056 3.0770 0.309
H -1.8445 -1.2540 2.8502 0.332
H -3.9801 -2.4923 2.4548 0.399
```

Properties
LUMO: 0.49 eV
DFT total energy: -40578.166 eV
orbital gap: 8.42 eV


An isolated molecule of C6H10N2O2S at a distorted geometry, computed with the ωB97M-V functional and the def2-TZVPD basis.

```
21
Properties=species:S:1:pos:R:3:mulliken_charge:R:1
C 1.4607 0.8984 -1.1389 0.199
C 2.1309 -1.0353 0.2460 0.326
C -0.2669 -0.5286 0.8296 -0.155
C -1.4498 -0.9635 -1.2036 -0.728
C -0.7724 2.1966 0.9439 -0.979
C -1.5973 -0.9990 0.3204 -0.485
N 2.2631 0.2673 -0.2721 0.023
N 0.8209 -1.3430 0.6133 -0.079
O 1.5762 1.9161 -1.7655 -0.458
O 3.0413 -1.8328 0.4567 -0.601
S -0.0374 0.8212 1.9743 -0.092
H -1.2899 -1.9783 -1.7118 0.294
H -0.7021 -0.2001 -1.3256 0.164
H -2.4279 -0.7255 -1.6823 0.299
H -0.0864 3.0372 0.8439 0.347
H -1.7594 2.4853 1.2367 0.396
H -1.0014 1.8496 -0.0177 0.298
H -1.7821 -1.9769 0.6654 0.402
H -2.2324 -0.1906 0.6840 0.275
H 3.2838 0.6480 -0.1625 0.287
H 0.8283 -2.3462 0.4658 0.266
```

Properties
LUMO (alpha / beta): 0.72 / -0.71 eV
2S+1: 3
DFT total energy: -24291.262 eV
energy above the lowest of the compared OMol25 structures with the same formula, charge and spin: 0.0 kJ/mol
orbital gap (alpha / beta): 7.82 / 8.68 eV